P) This record from the OMol25 dataset describes a cluster of 2 separate species, C2H8NOS in total. The level of theory is wB97M-V/def2-TZVPD.

Computed properties:
multiplicity = 1
M = 94.16 g mol⁻¹
orbital gap = 6.9500 eV
charge = -1
HOMO energy = -2.77 eV

Each line ends with the Löwdin charge.
Element x y z (Å)
C (-0.284, 0.140, 2.028)  -0.72
S (0.444, 1.846, 1.897)  0.06
H (0.296, -0.636, 1.414)  -0.01
H (0.023, -0.151, 3.045)  -0.05
H (-1.449, 0.068, 1.968)  0.02
N (-0.908, -0.782, -1.571)  -0.02
C (0.563, -0.429, -1.437)  -0.42
O (0.847, 0.946, -1.357)  -0.18
H (-1.246, 0.055, -2.145)  0.08
H (-1.319, -0.409, -0.678)  0.05
H (1.068, -0.909, -0.569)  0.09
H (1.127, -0.820, -2.315)  0.09
H (0.837, 1.081, -0.280)  0.01

---

Q) This record from the OMol25 dataset describes a cluster of 2 separate species, C2H8NOS in total. The level of theory is wB97M-V/def2-TZVPD.

Computed properties:
multiplicity = 1
M = 94.16 g mol⁻¹
orbital gap = 6.7302 eV
charge = -1
HOMO energy = -2.45 eV

Each line ends with the Löwdin charge.
Element x y z (Å)
C (0.211, 1.299, -0.532)  -0.42
C (-0.936, 0.849, 0.435)  -0.75
S (-0.031, -0.007, 1.697)  0.23
N (0.775, 0.212, -1.411)  -0.05
H (1.033, 2.008, -0.146)  0.09
H (-0.310, 1.988, -1.389)  0.10
H (-1.754, 0.338, 0.056)  0.01
H (-1.328, 1.656, 0.998)  -0.01
H (0.899, -0.659, -0.928)  0.01
H (1.635, 0.515, -1.794)  0.02
H (-0.121, -2.250, 0.403)  -0.07
H (-0.226, -2.937, 1.732)  -0.03
O (0.153, -3.012, 0.879)  -0.13

---

R) This record from the OMol25 dataset describes a cluster of 2 separate species, C2H8NOS in total. The level of theory is wB97M-V/def2-TZVPD.

Computed properties:
multiplicity = 1
M = 94.16 g mol⁻¹
orbital gap = 5.4590 eV
charge = -1
HOMO energy = -2.26 eV

Each line ends with the Löwdin charge.
Element x y z (Å)
C (-0.375, 1.778, 0.415)  -0.21
N (0.142, 0.417, 0.243)  -0.16
C (-0.607, -0.520, 1.207)  -0.59
O (-1.932, -0.529, 1.077)  -0.36
H (-1.462, 1.745, 0.556)  0.05
H (-0.107, 2.398, -0.446)  0.05
H (0.075, 2.238, 1.303)  0.05
H (-0.186, 0.095, -0.662)  0.03
H (-0.248, -0.182, 2.215)  0.07
H (-0.129, -1.508, 1.013)  0.05
S (1.552, -2.074, -1.702)  0.49
H (2.238, -1.180, -2.426)  -0.23
H (1.040, -2.678, -2.792)  -0.24

---

Q: Which of them is the most stable? A: P).

---

P) This record from the OMol25 dataset describes a cluster of 2 separate species, C2H3Br2NOSi in total. The level of theory is wB97M-V/def2-TZVPD.

Computed properties:
multiplicity = 1
M = 244.95 g mol⁻¹
orbital gap = 8.5491 eV
HOMO energy = -8.60 eV
structure (SMILES) = C=[Si](Br)Br.N=C=O

Each line ends with the Löwdin charge.
Element x y z (Å)
C (-1.796, 0.832, -0.562)  -0.46
C (1.141, -1.001, -0.549)  -0.29
N (-2.261, -0.113, -0.006)  0.20
O (-1.233, 1.765, -0.944)  0.15
Si (1.492, 0.103, 0.762)  -0.22
Br (0.591, 0.151, 2.780)  0.30
Br (2.787, 1.891, 0.612)  0.30
H (0.540, -1.881, -0.402)  -0.03
H (-2.932, -0.814, -0.210)  0.08
H (1.672, -0.934, -1.481)  -0.03

---

Q) This record from the OMol25 dataset describes an isolated molecule of C2H3Br2NOSi. The level of theory is wB97M-V/def2-TZVPD.

Computed properties:
multiplicity = 1
M = 244.95 g mol⁻¹
orbital gap = 10.2571 eV
HOMO energy = -10.33 eV
structure (SMILES) = C[Si](Br)(Br)OC#N

Each line ends with the Löwdin charge.
Element x y z (Å)
C (-1.962, 2.186, 1.735)  -0.54
C (-0.195, -0.057, 0.003)  -0.20
N (-1.399, 3.012, 2.294)  0.13
O (-2.595, 1.321, 1.101)  -0.17
Si (-1.977, -0.448, 0.482)  -0.19
Br (-3.438, -0.831, -1.089)  0.44
Br (-2.248, -1.838, 2.155)  0.42
H (0.062, 0.944, 0.350)  0.04
H (0.513, -0.751, 0.450)  0.04
H (-0.051, -0.079, -1.074)  0.04

---

Q: Which of them is the most stable? A: Q).

---

P) This record from the OMol25 dataset describes a cluster of 2 separate species, C2H6BrOP in total. The level of theory is wB97M-V/def2-TZVPD.

Computed properties:
multiplicity = 1
M = 156.95 g mol⁻¹
orbital gap (alpha / beta) = 7.0903 / 8.0838 eV
HOMO energy (alpha / beta) = -7.74 / -7.95 eV

Each line ends with the Löwdin charge.
Element x y z (Å)
C (-0.359, -2.082, 1.032)  -0.11
C (-0.360, 2.036, -0.203)  -0.52
O (-0.132, -1.893, -0.183)  -0.58
P (0.597, -1.341, -1.544)  0.80
Br (1.309, 2.814, -0.915)  0.46
H (0.240, -1.775, 1.898)  0.08
H (-1.343, -2.562, 1.323)  0.09
H (-0.320, 2.160, 0.903)  0.02
H (-1.128, 2.629, -0.631)  -0.02
H (1.860, -0.883, -1.185)  -0.19
H (-0.364, 0.898, -0.496)  -0.03

---

Q) This record from the OMol25 dataset describes a structure of composition C2H6BrOP. The level of theory is wB97M-V/def2-TZVPD.

Computed properties:
multiplicity = 1
M = 156.95 g mol⁻¹
orbital gap = 8.0595 eV
HOMO energy = -9.17 eV

Each line ends with the Löwdin charge.
Element x y z (Å)
C (0.741, -1.392, -0.180)  -0.18
C (0.334, -0.024, -0.535)  -0.56
O (-2.095, 0.556, 0.358)  -0.41
P (-0.513, 0.859, 0.775)  0.67
Br (2.236, 1.488, 0.079)  0.18
H (1.332, -1.210, 0.686)  0.05
H (-0.208, -1.766, 0.078)  0.08
H (1.371, -1.810, -0.890)  0.07
H (0.088, 0.245, -1.657)  0.12
H (-2.626, 0.880, 1.104)  0.03
H (-0.659, 2.174, 0.182)  -0.04

---

Q: Which of them is the most stable? A: Q).

---

P) This record from the OMol25 dataset describes an isolated molecule of HNO2S. The level of theory is wB97M-V/def2-TZVPD.

Computed properties:
multiplicity = 1
M = 79.08 g mol⁻¹
orbital gap (alpha / beta) = 8.4201 / 8.3331 eV
HOMO energy (alpha / beta) = -9.94 / -9.85 eV
structure (SMILES) = O=NSO

Each line ends with the Löwdin charge.
Element x y z (Å)
N (0.695, -0.639, -0.087)  -0.37
O (2.221, -0.896, -0.116)  -0.29
O (-1.322, 0.663, -0.171)  -0.44
S (0.251, 0.850, -0.039)  0.99
H (-1.844, 0.021, 0.414)  0.12

---

Q) This record from the OMol25 dataset describes a cluster of 2 separate species, HNO2S in total. The level of theory is wB97M-V/def2-TZVPD.

Computed properties:
multiplicity = 1
M = 79.08 g mol⁻¹
orbital gap (alpha / beta) = 9.9606 / 6.4755 eV
HOMO energy (alpha / beta) = -10.63 / -7.98 eV

Each line ends with the Löwdin charge.
Element x y z (Å)
N (0.301, 0.350, -1.253)  -0.53
O (-0.377, -0.006, 1.537)  -0.10
O (0.377, -0.575, 0.558)  -0.17
S (-0.328, 1.627, -1.202)  0.74
H (0.028, -1.396, 0.360)  0.06

---

Q: Which of them is the most stable? A: P).